No. 1
{"formula": "CH2F3P", "method": "ωB97M-V with the def2-TZVPD basis set", "elements": ["P", "F", "F", "F", "C", "H", "H"], "coordinates": [[-1.014, 0.225, -0.362], [-1.696, 0.266, 1.170], [-1.739, -1.114, -0.803], [-1.978, 1.237, -1.051], [2.426, -0.056, 0.553], [1.774, 0.567, -0.070], [2.228, -1.125, 0.563]], "nbo_charge": [1.74, -0.59, -0.57, -0.57, -0.19, 0.08, 0.09], "lumo_ev": [-0.95, -0.96], "orbital_gap_ha": [0.3222, 0.3230], "e_homo_ev": [-9.717, -9.751], "multiplicity": 1}



No. 2
{"formula": "CH2FFeLiO", "method": "ωB97M-V with the def2-TZVPD basis set", "elements": ["Fe", "F", "O", "C", "Li", "H", "H"], "coordinates": [[0.852, -0.220, 1.431], [-0.557, 0.686, -0.872], [-0.939, -0.204, 1.848], [0.533, -0.312, -0.694], [-1.388, 1.176, 0.837], [1.311, 0.101, -1.352], [0.189, -1.228, -1.197]], "lowdin_spin": [3.89, 0.01, 0.92, 0.13, 0.01, 0.02, 0.01], "total_charge": 1, "lumo_ev": [-5.75, -6.79], "orbital_gap_ha": [0.3194, 0.3190], "s_squared": 8.774, "e_homo_ev": [-14.444, -15.465], "multiplicity": 6}



No. 3
{"formula": "CH2FIO2S", "method": "ωB97M-V with the def2-TZVPD basis set", "elements": ["I", "S", "F", "O", "O", "C", "H", "H"], "coordinates": [[2.323, 1.284, 0.025], [0.774, -0.583, 0.051], [-1.894, -0.546, -0.217], [0.873, -1.219, 1.322], [0.947, -1.323, -1.151], [-0.983, 0.412, -0.041], [-1.110, 0.907, 0.919], [-0.930, 1.068, -0.908]], "lowdin_spin": [1.28, 0.29, 0.03, 0.14, 0.13, 0.12, 0.00, 0.00], "lumo_ev": [0.35, -4.46], "orbital_gap_ha": [0.2662, 0.2147], "s_squared": 2.007, "e_homo_ev": [-6.890, -10.298], "multiplicity": 3}



No. 4
{"formula": "CH2FNO2", "method": "ωB97M-V with the def2-TZVPD basis set", "elements": ["F", "O", "O", "N", "C", "H", "H"], "coordinates": [[-2.190, 1.225, -0.071], [1.809, -0.548, -1.091], [-1.201, 1.037, -0.934], [1.201, -0.735, -0.090], [0.480, -0.688, 0.840], [0.423, -0.728, 1.861], [-0.523, 0.438, -0.516]], "nbo_charge": [-0.14, -0.34, -0.33, 0.22, -0.11, 0.25, 0.45], "lumo_ev": 0.36, "orbital_gap_ha": 0.4165, "e_homo_ev": -10.974, "multiplicity": 1}



No. 5
{"formula": "CH2FNO2", "method": "ωB97M-V with the def2-TZVPD basis set", "elements": ["F", "O", "O", "N", "C", "H", "H"], "coordinates": [[-3.196, -1.184, 0.209], [-2.656, 0.878, -0.557], [-3.537, 0.327, 0.166], [-0.979, 1.117, 0.518], [-0.124, 0.394, 0.009], [-0.054, 0.085, -1.047], [0.686, 0.028, 0.718]], "lowdin_spin": [-0.10, 0.73, 0.35, 0.78, 0.14, 0.04, 0.06], "lumo_ev": [-0.94, -2.35], "orbital_gap_ha": [0.3049, 0.3518], "s_squared": 2.034, "e_homo_ev": [-9.236, -11.925], "multiplicity": 3}



No. 6
{"formula": "CH2FNOS", "method": "ωB97M-V with the def2-TZVPD basis set", "elements": ["S", "F", "O", "N", "C", "H", "H"], "coordinates": [[-0.659, -0.109, 0.131], [2.238, 0.316, -0.282], [-0.938, -1.306, -0.687], [1.525, -0.628, 0.247], [-1.838, 1.052, 0.235], [-1.524, 2.009, 0.854], [1.196, -1.334, -0.498]], "nbo_charge": [1.17, -0.19, -0.90, -0.16, -0.46, 0.21, 0.33], "lumo_ev": [-2.18, -1.33], "orbital_gap_ha": [0.2894, 0.3215], "e_homo_ev": [-10.057, -10.083], "multiplicity": 1}



No. 7
{"formula": "CH2FNOS", "method": "ωB97M-V with the def2-TZVPD basis set", "elements": ["S", "F", "O", "N", "C", "H", "H"], "coordinates": [[-0.722, 1.373, 1.269], [0.023, -1.993, -1.494], [-0.720, 2.843, 1.132], [-0.064, -2.017, -0.141], [0.268, 0.941, 0.101], [0.445, 1.399, -0.939], [0.770, -2.546, 0.071]], "nbo_charge": [1.10, -0.23, -0.88, -0.04, -0.45, 0.22, 0.27], "lumo_ev": [-0.88, -1.32], "orbital_gap_ha": [0.3280, 0.3084], "e_homo_ev": [-9.802, -9.716], "multiplicity": 1}



No. 8
{"formula": "CH2FO4S", "method": "ωB97M-V with the def2-TZVPD basis set", "elements": ["S", "F", "O", "O", "O", "O", "C", "H", "H"], "coordinates": [[-1.843, -0.481, 0.038], [1.632, -1.854, -0.723], [1.464, -1.305, 0.523], [-1.815, -0.730, -1.379], [-2.186, 0.990, 0.341], [-2.487, -1.468, 0.826], [-0.240, -0.040, 0.563], [0.317, 0.873, -0.084], [-0.017, 0.163, 1.630]], "nbo_charge": [2.35, -0.21, -0.33, -0.98, -0.95, -0.96, -0.38, 0.25, 0.21], "total_charge": -1, "lumo_ev": 3.67, "orbital_gap_ha": 0.3419, "e_homo_ev": -5.631, "multiplicity": 1}



No. 9
{"formula": "CH2FO4S", "method": "ωB97M-V with the def2-TZVPD basis set", "elements": ["S", "F", "O", "O", "O", "O", "C", "H", "H"], "coordinates": [[1.613, 0.285, -0.055], [-1.001, 0.558, -0.886], [1.783, 1.016, 1.135], [1.136, 1.024, -1.224], [0.201, -2.060, -0.314], [2.692, -0.650, -0.378], [0.392, -1.057, 0.342], [0.080, -1.037, 1.355], [-0.185, 1.026, -1.136]], "nbo_charge": [2.33, -0.64, -0.99, -1.00, -0.53, -1.00, 0.19, 0.11, 0.54], "total_charge": -1, "lumo_ev": 4.14, "orbital_gap_ha": 0.3503, "e_homo_ev": -5.395, "multiplicity": 1}



No. 10
{"formula": "CH2GaIO2S2", "method": "ωB97M-V with the def2-TZVPD basis set", "elements": ["I", "Ga", "S", "S", "O", "O", "C", "H", "H"], "coordinates": [[-1.612, 2.390, -0.818], [-0.220, 0.166, -0.207], [-0.646, -1.247, -2.024], [2.010, 0.773, -0.593], [-1.362, -0.002, 2.413], [-0.055, -1.742, 1.774], [-0.639, -0.647, 1.644], [2.287, 1.026, 0.689], [0.236, -0.716, -2.878]], "nbo_charge": [-0.61, 0.84, -0.69, -0.71, -0.78, -0.79, 0.49, 0.13, 0.11], "total_charge": -2, "lumo_ev": 5.06, "orbital_gap_ha": 0.1846, "e_homo_ev": 0.031, "multiplicity": 1}



No. 11
{"formula": "CH2IN2OS", "method": "ωB97M-V with the def2-TZVPD basis set", "elements": ["I", "S", "O", "N", "N", "C", "H", "H"], "coordinates": [[3.848, -0.480, 0.555], [-1.727, 1.085, 0.815], [-2.126, -0.020, -0.291], [-1.271, -0.797, -0.807], [1.006, 0.714, 0.170], [2.074, 0.360, 0.274], [-0.168, 0.587, 0.657], [-1.635, -1.450, -1.375]], "nbo_charge": [0.48, 0.50, -0.28, -0.09, -0.46, 0.24, 0.27, 0.34], "total_charge": 1, "lumo_ev": [-6.84, -5.71], "orbital_gap_ha": [0.2932, 0.3363], "e_homo_ev": [-14.819, -14.865], "multiplicity": 1}



No. 12
{"formula": "CH2IN3O2S", "method": "ωB97M-V with the def2-TZVPD basis set", "elements": ["I", "S", "O", "O", "N", "N", "N", "C", "H", "H"], "coordinates": [[-3.412, -0.212, 0.024], [0.726, -3.292, 0.168], [-1.201, -2.112, -0.853], [1.359, -1.956, -0.911], [0.321, -2.724, 1.414], [-1.439, 0.059, -0.262], [0.646, -0.812, -0.690], [-0.704, -1.036, -0.575], [1.104, -0.158, -0.066], [-1.017, 0.857, 0.186]], "nbo_charge": [0.38, 1.21, -0.65, -0.56, -0.75, -0.81, -0.34, 0.73, 0.38, 0.41], "lumo_ev": -0.61, "orbital_gap_ha": 0.3165, "e_homo_ev": -9.218, "multiplicity": 1}



| no. | maximum force (hartree/bohr) |
| --- | --- |
| 1 | 0.0525 |
| 2 | 0.0526 |
| 3 | 0.0938 |
| 4 | 0.0910 |
| 5 | 0.1035 |
| 6 | 0.0751 |
| 7 | 0.0402 |
| 8 | 0.1053 |
| 9 | 0.0917 |
| 10 | 0.0079 |
| 11 | 0.1192 |
| 12 | 0.0266 |